[1]
ORCA calculation (wB97M-V/def2-TZVPD) on C2H7NO2S2 as an isolated structure.

Energy above the lowest of the compared OMol25 structures with the same formula, charge and spin (kJ/mol): 290.2
Frontier orbital gap (eV): 9.147

The geometry in ORCA input format:
```
! wB97M-V def2-TZVPD RIJCOSX def2/J DEFGRID3
* xyz 0 1
C 0.852 0.869 -1.215
C -1.699 0.283 1.193
N 0.407 -0.142 -0.203
O -1.277 -2.004 -0.133
O -1.825 0.047 -1.391
S 1.386 -1.444 0.062
S -1.251 -0.602 -0.289
H 0.418 1.882 -0.958
H 1.943 0.825 -1.153
H 0.456 0.499 -2.210
H -1.871 1.182 0.870
H -2.531 -0.207 1.801
H -0.844 0.436 1.895
H 0.818 -1.739 1.242
*
```

---

[2]
ORCA calculation (wB97M-V/def2-TZVPD) on a 2-piece molecular cluster, C27H34BFN2O10S3 overall.

SMILES: Cc1cccc(C[C@]2(S(=O)(=O)F)[C@H](CB(O)O)NC(=O)[C@H]2CCCSC(=S)N2CCOCC2)c1.O=C1C=C(O)C(=O)C=C1O
Frontier orbital gap (eV): 6.856

The geometry in ORCA input format:
```
! wB97M-V def2-TZVPD RIJCOSX def2/J DEFGRID3
* xyz 0 1
C 2.273 -6.291 1.902
C 2.302 -5.023 1.086
C 1.468 -4.874 -0.019
C 1.522 -3.685 -0.752
C 2.371 -2.647 -0.376
C 3.211 -2.773 0.734
C 4.189 -1.704 1.195
C 3.531 -0.394 1.691
S 4.899 0.803 1.799
O 5.428 1.076 0.510
O 4.590 1.871 2.682
F 5.964 -0.086 2.534
C 2.823 -0.414 3.073
C 2.487 -1.751 3.757
B 1.136 -2.486 3.391
O 0.064 -1.929 2.698
O 1.044 -3.791 3.789
N 1.753 0.596 3.007
C 1.825 1.224 1.782
O 1.537 2.364 1.563
C 2.396 0.187 0.819
C 2.702 0.708 -0.571
C 1.496 0.792 -1.531
C 0.139 0.873 -0.861
S -1.150 1.169 -2.129
C -2.618 0.400 -1.397
S -2.991 -1.109 -1.859
N -3.343 1.218 -0.538
C -2.722 1.430 0.780
C -2.539 0.093 1.480
O -3.684 -0.738 1.410
C -4.858 -0.056 1.017
C -4.715 0.776 -0.278
C 3.168 -3.984 1.436
H 3.049 -6.989 1.603
H 1.293 -6.752 1.820
H 2.390 -6.033 2.951
H 0.793 -5.657 -0.326
H 0.902 -3.562 -1.629
H 2.377 -1.751 -0.975
H 4.769 -2.121 2.010
H 4.832 -1.446 0.357
H 3.530 0.025 3.781
H 3.321 -2.437 3.664
H 2.430 -1.513 4.822
H 0.073 -2.293 1.803
H 0.135 -4.105 3.719
H 1.738 1.243 3.781
H 1.633 -0.591 0.847
H 3.408 0.012 -1.021
H 3.232 1.651 -0.528
H 1.491 -0.108 -2.145
H 1.600 1.628 -2.217
H -0.120 -0.071 -0.385
H 0.076 1.667 -0.129
H -3.360 2.064 1.388
H -1.779 1.957 0.675
H -2.263 0.279 2.522
H -1.703 -0.451 1.048
H -5.663 -0.768 0.883
H -5.117 0.629 1.829
H -5.315 1.674 -0.114
H -5.150 0.288 -1.140
H 3.815 -4.141 2.289
O -3.239 5.435 -7.135
C -3.457 5.046 -6.002
C -3.568 3.647 -5.632
C -3.825 3.316 -4.359
O -3.935 2.062 -3.945
C -4.010 4.358 -3.287
O -4.265 3.973 -2.162
C -3.876 5.757 -3.654
C -3.615 6.086 -4.926
O -3.478 7.340 -5.339
H -3.436 2.907 -6.408
H -4.114 2.113 -2.984
H -3.995 6.497 -2.876
H -3.298 7.289 -6.297
*
```

---

[3]
ORCA calculation (wB97M-V/def2-TZVPD) on a 2-piece molecular cluster, C4H9N5 overall.

Energy above the lowest of the compared OMol25 structures with the same formula, charge and spin (kJ/mol): 521.1
Frontier orbital gap (eV): 8.728

The geometry in ORCA input format:
```
! wB97M-V def2-TZVPD RIJCOSX def2/J DEFGRID3
* xyz 0 1
C -1.129 -0.580 -1.427
C 0.115 0.605 0.022
C 1.188 -0.603 -2.009
C -1.712 1.212 1.437
N -2.005 -0.052 -0.632
N 1.483 -1.519 1.333
N 0.128 -0.165 -1.131
N -1.111 0.595 0.312
N 1.760 -0.414 1.929
H -1.300 -1.082 -2.267
H 0.740 -1.057 -2.908
H 1.665 0.459 -2.347
H 1.910 -1.353 -1.585
H -0.904 1.316 2.281
H -2.184 2.179 1.164
H -2.507 0.485 1.710
H 2.527 -0.459 2.600
H 1.334 0.431 1.518
*
```

---

Calculated total energy values (in hartree) by entry order: -1081.926510; -3230.519746; -431.408786.